9 unconnected molecules or ions with the total composition C41H44F40O13 at a distorted geometry, computed with ωB97M-V with the def2-TZVPD basis set.

```
! RIJCOSX wB97M-V def2-TZVPD def2/J DEFGRID3
* xyz 0 1
F -5.185 -2.791 5.988
C -5.403 -3.959 5.499
F -5.836 -4.719 6.423
C -6.276 -3.866 4.280
F -5.709 -3.193 3.239
F -7.397 -3.278 4.532
C -6.489 -5.343 3.760
O -5.299 -5.900 3.222
C -5.038 -7.311 3.349
F -5.216 -7.619 4.644
F -5.859 -8.003 2.654
C -3.663 -7.644 2.785
F -2.763 -6.901 3.433
F -3.336 -8.973 2.798
H -4.423 -4.316 5.183
H -7.154 -5.300 2.897
H -6.969 -5.976 4.507
H -3.536 -7.412 1.728
F -6.467 -3.182 -2.474
C -6.447 -3.754 -3.723
F -7.127 -3.005 -4.525
C -4.969 -4.070 -4.310
F -4.456 -4.926 -3.486
F -4.136 -3.044 -4.433
C -5.018 -4.681 -5.670
O -3.786 -4.813 -6.350
C -2.620 -5.549 -5.885
F -2.030 -4.726 -4.945
F -2.982 -6.758 -5.354
C -1.816 -5.629 -7.226
F -0.639 -6.214 -7.149
F -2.571 -6.025 -8.290
H -6.948 -4.719 -3.643
H -5.563 -4.025 -6.349
H -5.565 -5.623 -5.644
H -1.489 -4.612 -7.442
F 8.576 3.975 1.156
C 8.546 5.271 1.151
F 8.336 5.632 -0.102
C 7.557 5.893 2.190
F 7.608 7.199 2.137
F 8.025 5.628 3.437
C 6.121 5.362 2.059
O 5.256 6.114 2.918
C 3.992 6.575 2.420
F 3.456 7.335 3.352
F 4.211 7.341 1.331
C 3.034 5.429 2.129
F 1.829 5.801 1.799
F 3.429 4.371 1.422
H 9.553 5.598 1.409
H 6.145 4.345 2.451
H 5.786 5.357 1.022
H 2.870 5.053 3.138
F 3.939 4.495 -8.688
C 4.922 4.613 -7.777
F 6.180 4.335 -8.232
C 4.841 5.760 -6.742
F 5.142 6.933 -7.390
F 5.648 5.501 -5.702
C 3.412 5.817 -6.184
O 3.204 4.670 -5.395
C 1.861 4.656 -5.131
F 1.649 5.571 -4.148
F 1.050 5.036 -6.195
C 1.447 3.262 -4.599
F 0.353 3.226 -3.834
F 1.400 2.281 -5.501
H 4.819 3.749 -7.120
H 2.846 6.017 -7.094
H 3.307 6.695 -5.546
H 2.307 3.009 -3.979
F -8.931 0.988 -6.634
C -8.436 2.193 -6.714
F -9.137 2.860 -5.721
C -6.902 2.429 -6.700
F -6.669 3.699 -7.118
F -6.420 1.536 -7.557
C -6.263 2.160 -5.330
O -6.135 3.334 -4.501
C -6.435 3.124 -3.126
F -7.614 2.537 -2.932
F -5.495 2.284 -2.608
C -6.471 4.567 -2.447
F -5.232 5.059 -2.746
F -7.348 5.501 -2.883
H -8.841 2.586 -7.647
H -5.205 1.910 -5.405
H -6.691 1.332 -4.765
H -6.480 4.429 -1.365
O 5.338 0.215 -5.084
C 6.243 -0.039 -4.257
C 6.254 -1.080 -3.072
C 7.625 -0.783 -2.387
C 8.377 0.211 -3.377
O 7.357 0.841 -4.194
H 5.481 -0.938 -2.316
H 6.134 -2.076 -3.498
H 7.703 -0.442 -1.354
H 8.184 -1.714 -2.285
H 8.737 1.169 -3.002
H 9.174 -0.340 -3.876
O 5.643 -1.143 3.695
C 5.523 -1.396 4.873
C 5.257 -2.716 5.543
C 5.254 -2.378 6.963
C 5.090 -0.914 7.027
O 5.649 -0.469 5.786
H 4.446 -3.264 5.062
H 6.179 -3.214 5.244
H 4.387 -2.866 7.409
H 6.075 -2.696 7.606
H 4.034 -0.644 7.049
H 5.672 -0.461 7.830
O 0.323 -2.562 3.547
C 0.169 -1.831 2.569
C 0.547 -2.092 1.072
C -0.418 -1.169 0.283
C -0.929 -0.161 1.384
O -0.616 -0.752 2.644
H 1.619 -1.894 1.075
H 0.225 -3.122 0.919
H 0.150 -0.642 -0.482
H -1.129 -1.801 -0.250
H -0.359 0.762 1.279
H -2.013 -0.046 1.401
O 1.382 -0.681 11.576
C 0.156 -0.697 11.540
C -0.751 -0.713 10.273
C -1.975 -1.230 10.872
C -1.995 -0.707 12.308
O -0.603 -0.592 12.637
H -0.889 0.245 9.771
H -0.502 -1.456 9.517
H -2.897 -0.825 10.455
H -2.021 -2.319 10.898
H -2.525 0.242 12.383
H -2.538 -1.394 12.958
*
```

frontier orbital gap	0.3693	Ha
SMILES	FC(F)C(F)(F)COC(F)(F)C(F)F.FC(F)C(F)(F)COC(F)(F)C(F)F.FC(F)C(F)(F)COC(F)(F)C(F)F.FC(F)C(F)(F)COC(F)(F)C(F)F.FC(F)C(F)(F)COC(F)(F)C(F)F.O=C1CCCO1.O=C1CCCO1.O=C1CCCO1.O=C1CCCO1
relative energy (zero: lowest compared OMol25 entry of this formula, charge and spin)	167.07	kcal per mole
HOMO energy	-0.3717	hartree

=====

A single C18H19FN2O2S molecule at a distorted geometry, computed with ωB97M-V with the def2-TZVPD basis set.

```
! RIJCOSX wB97M-V def2-TZVPD def2/J DEFGRID3
* xyz 0 1
O -3.570 -2.028 0.836
S -3.157 -1.357 -0.359
O -4.015 -1.370 -1.504
C -1.518 -1.870 -0.830
C -0.649 -2.199 0.121
C 0.796 -2.317 -0.002
C 1.482 -1.909 -1.149
C 2.861 -1.958 -1.196
C 3.583 -2.410 -0.102
C 2.915 -2.819 1.040
C 1.535 -2.771 1.092
N -2.891 0.259 0.046
C -2.385 1.025 -1.079
C -2.134 2.477 -0.665
N -1.213 2.497 0.460
C 0.111 2.120 0.220
C 0.725 2.380 -1.013
C 2.033 2.017 -1.265
C 2.765 1.385 -0.279
F 4.038 1.001 -0.531
C 2.212 1.147 0.963
C 0.904 1.517 1.207
C -1.899 1.883 1.584
C -2.152 0.404 1.283
H -1.290 -1.711 -1.868
H -1.059 -2.388 1.106
H 0.931 -1.541 -2.000
H 3.381 -1.632 -2.084
H 4.661 -2.434 -0.140
H 3.473 -3.171 1.896
H 1.016 -3.086 1.986
H -3.132 0.947 -1.869
H -1.431 0.614 -1.442
H -1.747 3.048 -1.506
H -3.067 2.942 -0.341
H 0.186 2.879 -1.801
H 2.484 2.218 -2.224
H 2.800 0.668 1.730
H 0.512 1.320 2.190
H -1.324 1.997 2.502
H -2.849 2.405 1.717
H -2.747 -0.074 2.060
H -1.177 -0.104 1.213
*
```

frontier orbital gap	0.2904	Ha
SMILES	O=S(=O)(/C=C/c1ccccc1)N1CCN(c2ccc(F)cc2)CC1
relative energy (zero: lowest compared OMol25 entry of this formula, charge and spin)	55.50	kcal per mole
HOMO energy	-0.2944	hartree

=====

A molecular structure, C43H50CeClN6O5SSi at a distorted geometry, computed with ωB97M-V with the def2-TZVPD basis set.

```
! RIJCOSX wB97M-V def2-TZVPD def2/J DEFGRID3
* xyz -2 2
Ce -0.506 0.394 0.241
C -3.294 -2.352 -2.070
C -3.190 -2.536 -0.553
C -3.723 -1.365 0.286
N -2.715 -0.784 1.135
C -3.105 -0.224 2.265
C -4.481 0.029 2.620
C -5.069 0.063 3.879
C -4.430 -0.142 5.106
C -3.073 -0.185 5.393
C -1.992 0.066 4.540
C -2.008 0.249 3.143
N -0.960 0.811 2.532
C -0.419 2.110 2.923
C -1.404 3.268 2.748
C -1.652 3.593 1.257
N -1.996 2.485 0.355
C -2.629 2.813 -0.759
C -2.751 4.156 -1.229
C -3.741 4.721 -2.024
C -4.875 4.118 -2.555
C -5.099 2.754 -2.685
C -4.254 1.712 -2.370
C -3.036 1.687 -1.635
N -2.210 0.654 -1.645
C -2.104 -0.160 -2.853
C -2.006 -1.690 -2.673
H -4.212 -1.797 -2.287
H -3.414 -3.355 -2.526
H -2.149 -2.768 -0.297
H -3.776 -3.418 -0.284
H -4.575 -1.693 0.907
H -4.141 -0.615 -0.400
H -5.168 0.117 1.773
H -6.131 0.336 3.930
H -5.130 -0.198 5.947
H -2.837 -0.364 6.446
H -1.012 0.215 5.008
H 0.440 2.334 2.269
H -0.097 1.994 3.974
H -0.964 4.164 3.182
H -2.350 3.067 3.273
H -0.726 4.073 0.914
H -2.448 4.356 1.189
H -1.987 4.850 -0.835
H -3.552 5.752 -2.369
H -5.609 4.781 -2.992
H -6.046 2.407 -3.085
H -4.503 0.743 -2.811
H -1.179 0.098 -3.416
H -2.954 0.107 -3.498
H -1.108 -1.972 -2.100
H -1.859 -2.103 -3.694
O 0.186 3.532 -2.801
Cl 1.085 2.588 -2.058
O 2.509 2.758 -2.387
O 0.840 2.733 -0.525
O 0.680 1.091 -2.420
C -0.421 -5.280 -3.754
C -0.268 -5.390 -2.258
C -0.497 -6.613 -1.583
C -0.481 -6.572 -0.219
N -0.211 -5.460 0.476
C 0.100 -4.346 -0.226
S 0.443 -2.924 0.683
N 0.144 -4.312 -1.584
H -0.802 -6.236 -4.158
H 0.533 -5.034 -4.227
H -1.126 -4.505 -3.980
H -0.693 -7.536 -2.144
H -0.728 -7.392 0.454
C 5.913 -0.614 1.379
C 4.399 -0.915 1.658
C 4.077 -0.684 3.159
C 4.132 -2.423 1.356
Si 3.273 0.126 0.534
O 1.638 0.106 0.766
C 3.622 -0.470 -1.215
C 4.720 -0.075 -2.020
C 4.794 -0.350 -3.376
C 3.852 -1.211 -3.925
C 2.884 -1.762 -3.103
C 2.754 -1.394 -1.778
C 3.814 1.917 0.838
C 4.429 2.740 -0.120
C 4.543 4.099 0.104
C 4.198 4.654 1.327
C 3.696 3.829 2.329
C 3.508 2.485 2.062
H 6.493 -1.223 2.064
H 6.156 0.456 1.569
H 6.203 -0.870 0.360
H 4.488 -1.526 3.732
H 2.982 -0.679 3.327
H 4.493 0.254 3.522
H 4.601 -3.034 2.122
H 4.548 -2.731 0.397
H 3.070 -2.707 1.340
H 5.540 0.500 -1.563
H 5.638 0.046 -3.941
H 3.862 -1.451 -4.990
H 2.206 -2.518 -3.500
H 1.986 -1.938 -1.166
H 4.677 2.334 -1.091
H 4.906 4.707 -0.713
H 4.339 5.723 1.498
H 3.441 4.225 3.303
H 3.043 1.911 2.874
*
```

frontier orbital gap (alpha / beta)	0.2378 / 0.2391	Ha
relative energy (zero: lowest compared OMol25 entry of this formula, charge and spin)	0.00	kcal per mole
HOMO energy (alpha / beta)	-0.0806 / -0.0819	hartree